1.
Molecular formula: C39H54N4O4P
Method: DFT, ωB97M-V/def2-TZVPD

Summary:
- Orbital gap: 4.59 eV
- E_tot: -2379.54506 Ha
- Multiplicity: 1
- Lowest unoccupied orbital energy: -4.760 eV
- Charge: +1
- Strongest force on any atom: 3.64 eV Å⁻¹
- Energy relative to the best compared isomer or geometry (same formula, charge and spin): 0.00 kJ/mol
- Highest occupied orbital energy: -9.35 eV

Element x y z (Å)
C (-3.6550, 0.1673, 6.5903)
O (-4.1338, -0.9872, 5.8500)
C (-3.7290, -1.1068, 4.5565)
C (-2.9498, -0.1770, 3.8633)
C (-2.1310, -0.6218, 2.8323)
C (-1.0041, 0.2427, 2.3371)
C (0.3433, -0.2355, 2.9010)
C (0.5162, 0.0097, 4.3966)
O (-0.1837, -0.4339, 5.3031)
N (1.6369, 0.7740, 4.5592)
C (2.0176, 1.2523, 5.8656)
C (2.2026, 1.2996, 3.3214)
C (1.8633, 2.7929, 3.1886)
C (3.7264, 1.0994, 3.3096)
N (1.4827, 0.4661, 2.3341)
C (1.6652, 0.4275, 0.9950)
C (2.5108, 1.2716, 0.3322)
C (2.9776, 1.1281, -1.0479)
C (3.8976, 2.1521, -1.6689)
C (4.1788, 2.0868, -3.0459)
C (5.0731, 3.0010, -3.6085)
C (5.7422, 3.9227, -2.7939)
C (5.4630, 3.9612, -1.4294)
C (4.5242, 3.1023, -0.8739)
C (-2.2816, -1.9047, 2.2982)
C (-3.1775, -2.8082, 2.8837)
O (-3.2994, -4.1268, 2.5696)
C (-2.4912, -4.6348, 1.4845)
C (-3.9773, -2.3709, 3.9655)
O (-4.7997, -3.2631, 4.5923)
C (-4.2126, -4.1473, 5.5941)
H (-4.0385, 0.0083, 7.5969)
H (-2.5547, 0.1974, 6.5907)
H (-4.0623, 1.0950, 6.1609)
H (-2.8750, 0.8543, 4.2152)
H (-0.9562, 0.2275, 1.2395)
H (-1.1424, 1.2916, 2.6429)
H (0.4601, -1.3153, 2.6998)
H (1.4093, 0.7418, 6.6181)
H (3.0805, 1.0533, 6.0445)
H (1.8622, 2.3366, 5.9465)
H (0.7837, 2.9459, 3.3420)
H (2.4219, 3.3525, 3.9518)
H (2.1395, 3.1863, 2.2060)
H (3.9640, 0.1001, 3.7031)
H (4.1390, 1.2014, 2.3014)
H (4.1902, 1.8553, 3.9586)
H (1.0419, -0.2706, 0.4333)
H (2.9346, 2.1202, 0.8067)
H (3.2660, 0.1002, -1.2922)
H (3.6871, 1.3186, -3.6548)
H (5.2412, 2.9674, -4.6807)
H (6.4801, 4.5884, -3.2245)
H (5.9660, 4.6614, -0.7779)
H (4.2590, 3.1998, 0.1879)
H (-1.6398, -2.2132, 1.4596)
H (-2.7278, -5.7015, 1.4403)
H (-2.7592, -4.1500, 0.5241)
H (-1.4137, -4.4939, 1.6868)
H (-5.0543, -4.7286, 5.9679)
H (-3.4726, -4.8010, 5.1199)
H (-3.7602, -3.5617, 6.4026)
C (-0.5759, -3.5556, -1.8897)
C (-0.4315, -2.9006, -3.2468)
C (0.8556, -3.3894, -3.9189)
C (-1.5996, -3.2307, -4.1651)
N (-0.3175, -1.4327, -3.1137)
P (0.5928, -0.7553, -4.3818)
H (2.0709, 1.4319, -1.4334)
N (-0.0912, 0.7681, -4.0488)
C (0.1916, 1.9327, -4.9096)
C (-0.9342, 2.1600, -5.9208)
C (1.4564, 1.6262, -5.6947)
C (0.4060, 3.1721, -4.0440)
C (-1.3310, 0.6638, -3.3319)
C (-1.4736, -0.6273, -2.8049)
C (-2.6896, -1.0541, -2.2582)
C (-3.7637, -0.1352, -2.1873)
C (-3.6123, 1.1739, -2.6645)
C (-2.3814, 1.5933, -3.2320)
H (-1.5124, -3.2748, -1.4119)
H (-0.5686, -4.6433, -2.0267)
H (0.2570, -3.2780, -1.2387)
H (0.9736, -2.9548, -4.9369)
H (1.7633, -3.1596, -3.3451)
H (0.7877, -4.4723, -4.0402)
H (-1.5370, -2.6771, -5.1094)
H (-1.5525, -4.2999, -4.3743)
H (-2.5603, -3.0176, -3.6987)
H (-1.8581, 2.5101, -5.4567)
H (-0.6027, 2.9316, -6.6284)
H (-1.1402, 1.2367, -6.4780)
H (2.3446, 1.5279, -5.0618)
H (1.3425, 0.7106, -6.2924)
H (1.6512, 2.4531, -6.3829)
H (1.2149, 3.0057, -3.3213)
H (0.6929, 4.0244, -4.6766)
H (-0.5034, 3.4398, -3.5045)
H (-2.8455, -2.0886, -1.9348)
H (-4.7113, -0.4529, -1.7461)
H (-4.4232, 1.9058, -2.5805)
H (-2.2500, 2.6250, -3.5808)

=====

2.
Molecular formula: C39H55B2F4N8O7P2STi
Method: DFT, ωB97M-V/def2-TZVPD

Summary:
- Orbital gap (alpha / beta): 6.67 / 6.96 eV
- E_tot: -4863.49425 Ha
- Multiplicity: 2
- Lowest unoccupied orbital energy (alpha / beta): -0.903 / -0.918 eV
- Charge: 0
- Strongest force on any atom: 2.71 eV Å⁻¹
- Energy relative to the best compared isomer or geometry (same formula, charge and spin): 76.31 kJ/mol
- Highest occupied orbital energy (alpha / beta): -7.58 / -7.88 eV
- ⟨S²⟩: 0.773

Element x y z (Å)
Ti (-1.5093, -0.4581, 0.2251)
C (3.8173, 0.3882, 0.7320)
C (3.7311, -0.2490, 2.1268)
C (4.3978, 0.7016, 3.1278)
C (4.4996, -1.5745, 2.0751)
P (1.8884, -0.6778, 2.3659)
C (1.0903, 1.0194, 2.5233)
N (0.7600, 1.5686, 1.2073)
B (0.0712, 0.9486, 0.0924)
N (0.1752, 1.9208, -0.9778)
C (-0.4628, 1.9381, -2.2912)
P (0.0611, 0.5564, -3.4498)
C (1.7053, 1.2064, -4.1796)
C (2.2030, 0.1689, -5.1939)
C (1.7165, 2.6090, -4.7898)
C (2.6903, 1.1864, -3.0013)
C (-1.2955, 0.6643, -4.8116)
C (-2.5736, 1.3285, -4.2924)
C (-0.9123, 1.3769, -6.1088)
C (-1.6024, -0.8066, -5.1380)
C (0.8738, 3.0286, -0.5248)
C (1.2292, 4.2068, -1.1657)
C (1.9453, 5.1582, -0.4533)
C (2.2860, 4.9523, 0.8783)
C (1.9280, 3.7803, 1.5297)
C (1.2319, 2.8142, 0.8175)
C (1.6909, -1.4274, 4.1040)
C (2.7049, -1.0005, 5.1612)
C (1.7874, -2.9443, 3.8720)
C (0.2852, -1.0972, 4.6198)
H (4.8603, 0.4046, 0.4021)
H (3.4600, 1.4154, 0.7320)
H (3.2425, -0.1778, -0.0028)
H (5.2590, 1.1730, 2.6470)
H (4.7601, 0.1806, 4.0108)
H (3.7314, 1.5004, 3.4548)
H (5.5379, -1.3855, 1.7888)
H (4.0584, -2.2492, 1.3367)
H (4.5087, -2.0764, 3.0433)
H (1.7361, 1.7256, 3.0397)
H (0.1873, 0.9051, 3.1216)
H (-0.3067, 2.9092, -2.7566)
H (-1.5330, 1.8204, -2.1406)
H (1.6722, 0.2204, -6.1433)
H (2.0907, -0.8427, -4.7977)
H (3.2640, 0.3352, -5.4043)
H (1.3340, 2.6189, -5.8077)
H (2.7432, 2.9847, -4.8211)
H (1.1317, 3.3145, -4.1977)
H (2.7371, 0.1912, -2.5568)
H (2.4202, 1.9049, -2.2309)
H (3.6931, 1.4399, -3.3576)
H (-2.4219, 2.3912, -4.0978)
H (-2.9585, 0.8530, -3.3925)
H (-3.3484, 1.2407, -5.0597)
H (-0.7572, 2.4428, -5.9460)
H (-1.7390, 1.2730, -6.8178)
H (-0.0275, 0.9479, -6.5740)
H (-1.9312, -1.3442, -4.2475)
H (-0.7170, -1.3094, -5.5371)
H (-2.4001, -0.8700, -5.8843)
H (0.9545, 4.4006, -2.1940)
H (2.2245, 6.0825, -0.9424)
H (2.8309, 5.7185, 1.4138)
H (2.1944, 3.6420, 2.5700)
H (3.7094, -1.3412, 4.9154)
H (2.4268, -1.4470, 6.1205)
H (2.7145, 0.0828, 5.2893)
H (2.7559, -3.2243, 3.4531)
H (1.0089, -3.2689, 3.1812)
H (1.6534, -3.4831, 4.8145)
H (0.2407, -0.0888, 5.0369)
H (-0.4615, -1.1893, 3.8326)
H (0.0103, -1.7960, 5.4142)
C (-4.2790, -4.3096, 1.5275)
N (-3.4171, -4.4001, 0.3679)
C (-3.6930, -5.0523, -0.8173)
C (-2.6722, -4.8306, -1.6583)
N (-1.7634, -4.0214, -0.9869)
C (-2.2280, -3.7702, 0.2790)
S (-1.4333, -2.9742, 1.5198)
C (-0.5131, -3.5888, -1.4523)
C (0.1963, -4.3750, -2.3519)
C (1.4709, -3.9755, -2.7057)
C (1.9925, -2.8212, -2.1478)
C (1.1900, -2.0875, -1.2938)
N (-0.0472, -2.4514, -0.9491)
H (-5.2824, -4.6247, 1.2552)
H (-4.2896, -3.2827, 1.8837)
H (-3.8998, -4.9319, 2.3385)
H (-4.6013, -5.6076, -0.9665)
H (-2.5371, -5.1225, -2.6832)
H (-0.2179, -5.2989, -2.7298)
H (2.0603, -4.5783, -3.3839)
H (2.9967, -2.4900, -2.3732)
H (1.5375, -1.1796, -0.8215)
F (-4.1614, -2.2655, -1.9692)
B (-3.7655, -1.1568, -1.2832)
F (-2.2407, -1.0393, -1.4877)
F (-3.8372, -1.3379, 0.1123)
F (-4.3193, 0.0115, -1.6912)
O (-3.5991, 5.1258, 4.5495)
N (-3.7673, 4.0089, 4.9993)
O (-4.2250, 3.7648, 6.1002)
C (-3.3871, 2.8774, 4.1563)
C (-3.4354, 1.6038, 4.6903)
C (-3.0232, 0.5365, 3.9128)
C (-2.5230, 0.7162, 2.6057)
O (-1.8385, -0.2067, 1.9575)
C (-2.6838, 2.0195, 2.0450)
C (-3.0344, 3.1030, 2.8406)
N (-2.4868, 2.1890, 0.6921)
O (-2.4693, 1.0801, -0.0666)
O (-2.3732, 3.2991, 0.1422)
N (-3.1284, -0.7926, 4.4914)
O (-3.3786, -1.7138, 3.7418)
O (-3.0237, -0.8936, 5.7010)
H (-3.7886, 1.4326, 5.6953)
H (-3.0443, 4.0998, 2.4261)

=====

- Which of these has the lowest energy relative to the best compared isomer or geometry (same formula, charge and spin)?
  C39H54N4O4P